Record 1
9 unconnected molecules or ions with the total composition C22H47N7O11 in a non-equilibrium geometry, computed with ωB97M-V/def2-TZVPD.

Bonds (Å) are listed after each position.
Cartesian coordinates (Å):
1 O 2.235 4.552 -4.363  C2 1.251
2 C 1.711 4.547 -3.226  O1 1.251, N3 1.374, C4 1.514
3 N 1.339 5.691 -2.563  C2 1.374, H5 0.996, H6 1.014
4 C 1.358 3.234 -2.559  C2 1.514, H7 1.084, H8 1.086, H9 1.094
5 H 1.386 6.584 -3.003  N3 0.996
6 H 0.922 5.611 -1.642  N3 1.014
7 H 0.996 2.581 -3.345  C4 1.084
8 H 0.680 3.375 -1.723  C4 1.086
9 H 2.287 2.824 -2.153  C4 1.094
10 O -2.587 -0.576 -2.643  C11 1.212
11 C -3.622 -1.208 -2.680  O10 1.212, N12 1.365, C13 1.512
12 N -4.222 -1.591 -3.844  C11 1.365, H14 1.001, H15 0.999
13 C -4.247 -1.782 -1.429  C11 1.512, H16 1.085, H17 1.096, H18 1.092
14 H -4.878 -2.343 -3.764  N12 1.001
15 H -4.086 -1.111 -4.709  N12 0.999
16 H -3.727 -1.451 -0.536  C13 1.085
17 H -4.191 -2.877 -1.429  C13 1.096
18 H -5.302 -1.512 -1.361  C13 1.092
19 O 0.451 -4.344 -0.582  C20 1.253
20 C -0.493 -4.632 0.191  O19 1.253, N21 1.377, C22 1.500
21 N -0.946 -3.807 1.195  C20 1.377, H23 1.008, H24 1.010
22 C -1.026 -6.034 0.153  C20 1.500, H25 1.091, H26 1.087, H27 1.086
23 H -0.741 -2.820 1.204  N21 1.008
24 H -1.817 -4.080 1.627  N21 1.010
25 H -1.945 -6.174 0.724  C22 1.091
26 H -0.263 -6.681 0.578  C22 1.087
27 H -1.177 -6.276 -0.894  C22 1.086
28 O 4.331 -1.299 0.868  C29 1.226
29 C 3.360 -1.725 0.253  O28 1.226, N30 1.359, C31 1.502
30 N 2.383 -2.455 0.853  C29 1.359, H32 1.004, H33 1.004
31 C 3.189 -1.382 -1.200  C29 1.502, H34 1.091, H35 1.085, H36 1.093
32 H 1.740 -3.001 0.310  N30 1.004
33 H 2.449 -2.517 1.853  N30 1.004
34 H 3.465 -2.202 -1.864  C31 1.091
35 H 3.836 -0.543 -1.434  C31 1.085
36 H 2.156 -1.103 -1.421  C31 1.093
37 O -0.130 -4.953 -3.905  C38 1.236
38 C -0.774 -3.897 -3.923  O37 1.236, N39 1.375, C40 1.524
39 N -0.726 -2.969 -2.909  C38 1.375, H41 1.021, H42 1.012
40 C -1.618 -3.525 -5.136  C38 1.524, H43 1.089, H44 1.090, H45 1.085
41 H -0.149 -3.187 -2.096  N39 1.021
42 H -1.169 -2.074 -3.073  N39 1.012
43 H -0.981 -3.822 -5.969  C40 1.089
44 H -1.804 -2.453 -5.200  C40 1.090
45 H -2.574 -4.037 -5.149  C40 1.085
46 O -6.326 1.017 1.492  C47 1.217
47 C -5.940 0.253 2.357  O46 1.217, N48 1.362, C49 1.509
48 N -6.797 -0.534 3.065  C47 1.362, H50 0.998, H51 1.003
49 C -4.473 0.027 2.625  C47 1.509, H52 1.094, H53 1.081, H54 1.094
50 H -6.488 -1.228 3.713  N48 0.998
51 H -7.781 -0.439 2.897  N48 1.003
52 H -4.197 0.404 3.614  C49 1.094
53 H -3.857 0.487 1.865  C49 1.081
54 H -4.254 -1.045 2.661  C49 1.094
55 O 0.158 5.003 0.116  C56 1.217
56 C -0.317 4.636 1.175  O55 1.217, N57 1.359, C58 1.511
57 N -1.591 4.171 1.255  C56 1.359, H59 1.004, H60 0.998
58 C 0.557 4.492 2.400  C56 1.511, H61 1.093, H62 1.087, H63 1.090
59 H -2.107 4.095 0.397  N57 1.004
60 H -1.998 3.892 2.123  N57 0.998
61 H 0.170 3.746 3.099  C58 1.093
62 H 0.681 5.393 2.995  C58 1.087
63 H 1.504 4.147 1.987  C58 1.090
64 O 0.292 -0.063 3.169  C65 1.165
65 C 0.049 0.138 2.048  O64 1.165, O66 1.342, C69 1.511
66 O -0.873 -0.594 1.403  C65 1.342, C67 1.443
67 C -1.018 -0.184 0.027  O66 1.443, C68 1.549, H70 1.087, H71 1.089
68 C -0.118 1.065 -0.155  C67 1.549, C69 1.528, H72 1.087, H73 1.086
69 C 0.718 1.128 1.123  C65 1.511, C68 1.528, H74 1.083, H75 1.080
70 H -2.056 0.115 -0.088  C67 1.087
71 H -0.800 -1.022 -0.633  C67 1.089
72 H -0.834 1.856 -0.362  C68 1.087
73 H 0.513 0.986 -1.035  C68 1.086
74 H 0.663 2.124 1.546  C69 1.083
75 H 1.739 0.814 0.965  C69 1.080
76 O 3.649 2.551 1.536  C77 1.193
77 C 4.702 2.199 1.971  O76 1.193, O78 1.350, C81 1.523
78 O 5.849 2.828 1.634  C77 1.350, C79 1.432
79 C 6.930 2.463 2.499  O78 1.432, C80 1.553, H82 1.088, H83 1.086
80 C 6.276 1.670 3.663  C79 1.553, C81 1.524, H84 1.087, H85 1.092
81 C 4.988 1.148 3.036  C77 1.523, C80 1.524, H86 1.088, H87 1.086
82 H 7.360 3.378 2.902  C79 1.088
83 H 7.672 1.871 1.972  C79 1.086
84 H 6.095 2.284 4.542  C80 1.087
85 H 6.969 0.883 3.966  C80 1.092
86 H 4.133 1.144 3.708  C81 1.088
87 H 5.083 0.141 2.639  C81 1.086

structure (SMILES): O=C1CCCO1.O=C1CCCO1.CC(N)=O.CC(N)=O.CC(N)=O.CC(N)=O.CC(N)=O.CC(N)=O.CC(N)=O
net charge: 0

Atomic partial charges in e from the Mulliken method, atoms 1 to 5:
1. O -0.6848
2. C 0.2853
3. N -0.2775
4. C -0.1871
5. H 0.2039

Record 2
5 unconnected molecules or ions with the total composition C22H47O12PS4 in a non-equilibrium geometry, computed with ωB97M-V/def2-TZVPD.

Bonds (Å) are listed after each position.
Cartesian coordinates (Å):
1 C 4.504 3.037 4.888  C2 1.524, C7 1.546, H8 1.094, H9 1.092
2 C 4.246 2.398 6.247  C1 1.524, C3 1.513, H10 1.088, H11 1.092
3 C 2.842 1.838 6.173  C2 1.513, S4 1.833, H12 1.094, H13 1.086
4 S 2.752 1.001 4.544  C3 1.833, O5 1.443, O6 1.442, C7 1.808
5 O 1.495 1.373 3.938  S4 1.443
6 O 3.187 -0.370 4.642  S4 1.442
7 C 4.057 2.018 3.815  C1 1.546, S4 1.808, H14 1.086, H15 1.088
8 H 5.564 3.237 4.708  C1 1.094
9 H 4.058 4.014 4.690  C1 1.092
10 H 4.282 3.075 7.098  C2 1.088
11 H 4.944 1.564 6.340  C2 1.092
12 H 2.064 2.570 5.940  C3 1.094
13 H 2.460 1.147 6.919  C3 1.086
14 H 3.635 2.514 2.945  C7 1.086
15 H 4.880 1.347 3.580  C7 1.088
16 C -0.842 5.431 1.375  C17 1.534, C22 1.559, H23 1.085, H24 1.094
17 C -0.502 4.036 1.916  C16 1.534, C18 1.520, H25 1.089, H26 1.091
18 C -1.811 3.278 2.060  C17 1.520, S19 1.800, H27 1.086, H28 1.090
19 S -2.818 4.467 2.960  C18 1.800, O20 1.439, O21 1.437, C22 1.813
20 O -2.419 4.415 4.342  S19 1.439
21 O -4.223 4.399 2.666  S19 1.437
22 C -2.087 5.927 2.171  C16 1.559, S19 1.813, H29 1.081, H30 1.095
23 H -0.985 5.477 0.301  C16 1.085
24 H -0.035 6.112 1.659  C16 1.094
25 H -0.045 4.117 2.901  C17 1.089
26 H 0.186 3.552 1.221  C17 1.091
27 H -1.715 2.370 2.648  C18 1.086
28 H -2.345 3.065 1.134  C18 1.090
29 H -2.054 6.791 2.819  C22 1.081
30 H -2.811 6.097 1.367  C22 1.095
31 C 0.543 -8.403 2.119  C32 1.553, C37 1.535, H38 1.086, H39 1.091
32 C 0.994 -8.899 0.718  C31 1.553, C33 1.515, H40 1.085, H41 1.090
33 C 1.105 -7.749 -0.262  C32 1.515, S34 1.819, H42 1.089, H43 1.089
34 S 0.968 -6.195 0.675  C33 1.819, O35 1.444, O36 1.437, C37 1.787
35 O -0.293 -5.591 0.316  S34 1.444
36 O 2.170 -5.421 0.531  S34 1.437
37 C 0.823 -6.905 2.309  C31 1.535, S34 1.787, H44 1.085, H45 1.087
38 H 1.010 -8.976 2.915  C31 1.086
39 H -0.534 -8.574 2.153  C31 1.091
40 H 0.290 -9.647 0.367  C32 1.085
41 H 1.990 -9.329 0.821  C32 1.090
42 H 0.341 -7.632 -1.029  C33 1.089
43 H 2.048 -7.666 -0.800  C33 1.089
44 H -0.007 -6.423 2.814  C37 1.085
45 H 1.767 -6.765 2.831  C37 1.087
46 C -2.286 1.854 -6.710  C47 1.517, C52 1.549, H53 1.090, H54 1.091
47 C -3.576 2.013 -7.493  C46 1.517, C48 1.530, H55 1.095, H56 1.090
48 C -4.336 0.695 -7.336  C47 1.530, S49 1.809, H57 1.085, H58 1.090
49 S -3.073 -0.596 -7.438  C48 1.809, O50 1.437, O51 1.435, C52 1.815
50 O -3.011 -1.120 -8.774  S49 1.437
51 O -3.191 -1.448 -6.289  S49 1.435
52 C -1.665 0.530 -7.222  C46 1.549, S49 1.815, H59 1.089, H60 1.083
53 H -2.455 1.776 -5.636  C46 1.090
54 H -1.526 2.593 -6.965  C46 1.091
55 H -3.360 2.148 -8.558  C47 1.095
56 H -4.179 2.874 -7.205  C47 1.090
57 H -5.084 0.599 -8.117  C48 1.085
58 H -4.709 0.571 -6.320  C48 1.090
59 H -1.384 0.711 -8.259  C52 1.089
60 H -0.881 0.186 -6.560  C52 1.083
61 C -1.803 -2.803 0.236  C62 1.512, H72 1.089, H73 1.094, H74 1.089
62 C -0.406 -2.322 -0.085  C61 1.512, O63 1.450, H75 1.089, H76 1.087
63 O -0.438 -1.203 -1.007  C62 1.450, P64 1.579
64 P -0.485 0.271 -0.441  O63 1.579, O65 1.465, O66 1.596, O69 1.563
65 O -1.137 0.390 0.865  P64 1.465
66 O 1.028 0.765 -0.550  P64 1.596, C67 1.426
67 C 1.931 0.268 0.436  O66 1.426, C68 1.511, H77 1.097, H78 1.096
68 C 2.882 -0.761 -0.129  C67 1.511, H79 1.089, H80 1.087, H81 1.091
69 O -1.165 1.064 -1.604  P64 1.563, C70 1.464
70 C -1.188 2.527 -1.553  O69 1.464, C71 1.493, H82 1.090, H83 1.086
71 C -0.682 3.029 -2.866  C70 1.493, H84 1.088, H85 1.086, H86 1.099
72 H -1.768 -3.779 0.719  C61 1.089
73 H -2.246 -2.129 0.974  C61 1.094
74 H -2.500 -2.920 -0.592  C61 1.089
75 H 0.105 -2.080 0.845  C62 1.089
76 H 0.161 -3.090 -0.604  C62 1.087
77 H 2.476 1.122 0.854  C67 1.097
78 H 1.428 -0.101 1.337  C67 1.096
79 H 3.423 -1.247 0.683  C68 1.089
80 H 2.296 -1.462 -0.718  C68 1.087
81 H 3.643 -0.260 -0.728  C68 1.091
82 H -2.249 2.735 -1.416  C70 1.090
83 H -0.606 2.878 -0.706  C70 1.086
84 H 0.340 2.711 -3.060  C71 1.088
85 H -1.309 2.762 -3.712  C71 1.086
86 H -0.695 4.124 -2.781  C71 1.099

structure (SMILES): CCOP(=O)(OCC)OCC.O=S1(=O)CCCC1.O=S1(=O)CCCC1.O=S1(=O)CCCC1.O=S1(=O)CCCC1
net charge: 0

Atomic partial charges in e from the Mulliken method, atoms 1 to 5:
1. C -0.7857
2. C -0.4614
3. C -0.8449
4. S 1.0608
5. O -0.5233

Record 3
6 unconnected molecules or ions with the total composition C22H48BCl2O9 in a non-equilibrium geometry, computed with ωB97M-V/def2-TZVPD.

Bonds (Å) are listed after each position.
Cartesian coordinates (Å):
1 C 4.963 4.247 0.348  C2 1.197, H15 1.060
2 C 4.439 3.358 -0.259  C1 1.197, C3 1.445
3 C 3.794 2.304 -1.006  C2 1.445, C4 1.547, H16 1.086, H17 1.087
4 C 3.525 1.115 -0.054  C3 1.547, O5 1.396, C9 1.546, H18 1.090
5 O 2.361 1.416 0.656  C4 1.396, B6 1.506
6 B 1.425 0.251 0.473  O5 1.506, O7 1.456, O8 1.472, H19 1.245
7 O 0.812 -0.243 1.699  B6 1.456, H20 0.957
8 O 2.298 -0.809 -0.057  B6 1.472, C9 1.378
9 C 3.424 -0.301 -0.668  C4 1.546, O8 1.378, Cl10 1.834, C11 1.535
10 Cl 3.022 -0.282 -2.457  C9 1.834
11 C 4.505 -1.337 -0.333  C9 1.535, C12 1.487, H21 1.081, H22 1.087
12 C 5.855 -0.804 -0.010  C11 1.487, O13 1.178, Cl14 1.824
13 O 6.345 0.220 -0.321  C12 1.178
14 Cl 6.854 -1.979 0.965  C12 1.824
15 H 5.391 4.837 1.118  C1 1.060
16 H 2.829 2.664 -1.353  C3 1.086
17 H 4.364 2.033 -1.892  C3 1.087
18 H 4.324 1.194 0.683  C4 1.090
19 H 0.556 0.667 -0.316  B6 1.245
20 H 0.035 0.299 1.837  O7 0.957
21 H 4.144 -1.904 0.514  C11 1.081
22 H 4.587 -2.050 -1.150  C11 1.087
23 C -2.773 -3.788 2.282  C24 1.524, H27 1.093, H28 1.091, H29 1.093
24 C -2.741 -2.464 1.527  C23 1.524, C25 1.523, O26 1.419, H30 1.093
25 C -2.735 -2.688 0.020  C24 1.523, H31 1.093, H32 1.090, H33 1.090
26 O -1.603 -1.708 1.909  C24 1.419, H34 0.964
27 H -1.884 -4.379 2.047  C23 1.093
28 H -2.774 -3.613 3.359  C23 1.091
29 H -3.658 -4.375 2.022  C23 1.093
30 H -3.612 -1.867 1.805  C24 1.093
31 H -1.842 -3.243 -0.281  C25 1.093
32 H -2.708 -1.733 -0.505  C25 1.090
33 H -3.614 -3.242 -0.310  C25 1.090
34 H -0.803 -2.191 1.671  O26 0.964
35 C 1.327 -3.893 -4.218  C36 1.523, H39 1.093, H40 1.090, H41 1.093
36 C 0.068 -3.678 -3.388  C35 1.523, C37 1.523, O38 1.419, H42 1.092
37 C -0.998 -2.929 -4.176  C36 1.523, H43 1.093, H44 1.091, H45 1.093
38 O 0.383 -2.973 -2.198  C36 1.419, H46 0.967
39 H 1.762 -2.932 -4.504  C35 1.093
40 H 2.078 -4.429 -3.638  C35 1.090
41 H 1.114 -4.462 -5.127  C35 1.093
42 H -0.329 -4.645 -3.071  C36 1.092
43 H -0.633 -1.940 -4.462  C37 1.093
44 H -1.890 -2.785 -3.565  C37 1.091
45 H -1.278 -3.471 -5.083  C37 1.093
46 H 0.740 -2.112 -2.455  O38 0.967
47 C 1.779 6.743 3.495  C48 1.522, H51 1.091, H52 1.091, H53 1.093
48 C 1.936 6.956 1.997  C47 1.522, C49 1.523, O50 1.419, H54 1.093
49 C 0.587 6.911 1.291  C48 1.523, H55 1.093, H56 1.090, H57 1.093
50 O 2.805 5.977 1.447  C48 1.419, H58 0.969
51 H 1.344 5.761 3.688  C47 1.091
52 H 2.751 6.774 3.989  C47 1.091
53 H 1.136 7.505 3.942  C47 1.093
54 H 2.413 7.922 1.814  C48 1.093
55 H 0.123 5.931 1.429  C49 1.093
56 H 0.714 7.064 0.219  C49 1.090
57 H -0.091 7.677 1.676  C49 1.093
58 H 2.395 5.111 1.595  O50 0.969
59 C -5.569 -5.160 -4.249  C60 1.522, H63 1.094, H64 1.090, H65 1.091
60 C -4.970 -5.113 -2.851  C59 1.522, C61 1.522, O62 1.424, H66 1.091
61 C -5.943 -5.650 -1.812  C60 1.522, H67 1.094, H68 1.090, H69 1.091
62 O -4.591 -3.780 -2.524  C60 1.424, H70 0.963
63 H -6.467 -4.538 -4.301  C59 1.094
64 H -4.860 -4.771 -4.981  C59 1.090
65 H -5.838 -6.179 -4.533  C59 1.091
66 H -4.051 -5.700 -2.828  C60 1.091
67 H -6.852 -5.042 -1.790  C61 1.094
68 H -5.499 -5.608 -0.817  C61 1.090
69 H -6.223 -6.683 -2.025  C61 1.091
70 H -5.383 -3.233 -2.535  O62 0.963
71 C 0.332 3.716 4.531  C72 1.523, H75 1.093, H76 1.091, H77 1.092
72 C -0.214 3.982 3.134  C71 1.523, C73 1.522, O74 1.423, H78 1.093
73 C -1.315 2.994 2.781  C72 1.522, H79 1.091, H80 1.090, H81 1.092
74 O 0.834 3.913 2.173  C72 1.423, H82 0.970
75 H 0.766 2.714 4.581  C71 1.093
76 H 1.123 4.425 4.780  C71 1.091
77 H -0.454 3.792 5.285  C71 1.092
78 H -0.606 5.001 3.080  C72 1.093
79 H -0.928 1.973 2.788  C73 1.091
80 H -1.697 3.190 1.779  C73 1.090
81 H -2.144 3.053 3.490  C73 1.092
82 H 1.208 3.019 2.183  O74 0.970

net charge: -1

Atomic partial charges in e from the Mulliken method, atoms 1 to 5:
1. C -0.3878
2. C -0.5214
3. C -0.3342
4. C -0.5102
5. O -0.4716

Number 1: LUMO 0.01 eV, HOMO level -8.90 eV. Number 2: LUMO 0.45 eV, HOMO level -9.91 eV. Number 3: LUMO 2.25 eV, HOMO level -5.13 eV.